[1]
17
Properties=species:S:1:pos:R:3:lowdin_charge:R:1 method="wB97M-V/def2-TZVPD" e_above_lowest_ev=0.754 multiplicity=1 max_force_ev_per_a=0.441 gap_ha=0.373
C -1.31737 0.64955 1.58736 -0.097
C 0.17770 0.53956 1.54901 -0.176
C 1.02548 0.53147 0.52592 -0.143
C 0.78632 0.70453 -0.96570 -0.181
C -0.04745 -0.41967 -1.61869 -0.161
C 0.15967 -1.76291 -0.96909 -0.272
O 1.20445 -2.12820 -0.48993 0.056
H -1.73496 -0.31225 1.91005 0.077
H -1.77807 0.94930 0.64077 0.068
H -1.61891 1.37130 2.34980 0.069
H 2.05418 0.30783 0.79743 0.101
H 1.77261 0.71928 -1.43472 0.105
H 0.31455 1.67200 -1.18582 0.112
H -1.11756 -0.18615 -1.60912 0.103
H 0.23209 -0.56610 -2.67567 0.123
H -0.74202 -2.40818 -0.92984 0.120
H 0.62929 0.33863 2.51825 0.098

[2]
9
Properties=species:S:1:pos:R:3:lowdin_charge:R:1 method="wB97M-V/def2-TZVPD" e_above_lowest_ev=3.196 multiplicity=1 max_force_ev_per_a=4.937 charge=-1 gap_ha="0.253 / 0.285"
C 0.41339 1.37626 0.92612 0.039
C 0.92219 -0.04782 -0.83443 -0.184
C 1.21297 0.46713 0.49803 -0.501
O -0.86469 -1.71371 -1.67420 -0.454
O -1.70149 0.37113 -0.67983 -0.419
S -0.70220 -0.62993 -0.70199 0.220
Br -1.03986 -1.73052 1.28741 0.248
H -0.55032 1.47931 0.54326 -0.022
H 2.31001 0.42815 0.63564 0.073

[3]
14
Properties=species:S:1:pos:R:3:lowdin_charge:R:1 method="wB97M-V/def2-TZVPD" e_above_lowest_ev=0.000 multiplicity=1 max_force_ev_per_a=3.477 gap_ha=0.388
C 1.68970 -0.79794 -0.18095 -0.176
C -2.02410 -0.63506 0.20181 -0.088
N 1.29151 0.51888 -0.53682 -0.227
O -0.14232 2.72258 -0.82914 -0.334
O -1.28591 0.44571 -0.43624 -0.304
P -0.09586 1.38398 -0.15459 0.138
Cl -0.20668 1.56421 1.90077 0.334
H 2.42050 -0.70362 0.63372 0.081
H 0.86413 -1.40501 0.18965 0.062
H 2.06667 -1.40608 -1.07052 0.104
H -1.44154 -1.01726 1.10994 0.090
H -2.26871 -1.37981 -0.59733 0.104
H -2.97447 -0.44267 0.63919 0.063
H 2.10709 1.15210 -0.86950 0.153

[4]
64
Properties=species:S:1:pos:R:3:lowdin_charge:R:1 method="wB97M-V/def2-TZVPD" e_above_lowest_ev=0.034 multiplicity=3 max_force_ev_per_a=0.776 charge=-2 gap_ha="0.238 / 0.251"
Ni 0.64257 -0.79600 -0.46222 0.630
O -0.47910 -3.28475 2.74728 0.008
C -0.40113 -2.81129 1.61324 -0.601
O 0.02388 -1.64004 1.32954 -0.111
C -0.98425 -3.60143 0.43169 -0.099
C -2.01117 -2.70976 -0.27793 -0.255
C -2.90654 -3.52733 -1.21269 -0.101
C -1.94632 -3.80100 -2.39590 -0.106
C -0.66661 -3.13139 -1.89763 -0.259
O -1.19204 -1.97599 -1.20884 -0.120
C -0.03288 -3.94992 -0.76077 -0.105
C 1.45215 -3.62987 -0.56346 -0.630
O 2.21649 -4.55525 -0.29384 0.001
O 1.78845 -2.41945 -0.75384 -0.074
H -1.44412 -4.50248 0.84329 0.142
H -2.52392 -2.00968 0.37480 0.144
H -3.26433 -4.43767 -0.72947 0.108
H -3.76949 -2.94089 -1.52959 0.105
H -1.80187 -4.86344 -2.59696 0.107
H -2.29771 -3.31825 -3.30828 0.107
H 0.03133 -2.78902 -2.65701 0.148
H -0.09430 -5.02026 -0.97279 0.141
C -1.54849 3.80440 1.07623 -0.195
Si -1.27516 2.12709 0.23420 0.416
C -2.81626 1.12314 0.63983 -0.166
C -1.40403 2.46899 -1.60622 -0.182
C 0.25322 1.23554 0.67290 -0.356
C 1.50673 1.56573 0.01382 -0.411
C 1.93575 2.81141 -0.49782 -0.042
C 3.15087 2.90764 -1.13333 -0.088
C 3.97222 1.78605 -1.26494 -0.094
C 3.48613 0.58769 -0.78175 -0.127
N 2.30721 0.48599 -0.18188 0.029
Si 0.66202 0.85211 2.44902 0.463
C 1.16972 2.53365 3.23124 -0.195
C 2.21885 -0.13603 2.80815 -0.174
C -0.77334 0.36667 3.55671 -0.168
H -2.49316 4.24164 0.73982 0.014
H -0.74879 4.50880 0.83733 0.015
H -1.58496 3.70671 2.16239 0.005
H -3.68134 1.55671 0.12982 0.023
H -3.03669 1.08178 1.70427 0.011
H -2.68639 0.10143 0.28755 0.006
H -2.28278 3.08565 -1.81387 0.024
H -1.50236 1.53176 -2.15221 0.016
H -0.53377 2.98649 -2.01150 0.017
H 1.30111 3.67928 -0.38071 0.096
H 3.46924 3.86141 -1.54070 0.096
H 4.92632 1.83222 -1.77168 0.083
H 4.01490 -0.34983 -0.91507 0.114
H 1.98251 2.99120 2.66021 0.016
H 1.51783 2.40663 4.26057 0.013
H 0.33791 3.24243 3.24495 -0.001
H 3.08379 0.53196 2.77612 0.022
H 2.38720 -0.97395 2.14052 0.018
H 2.12561 -0.52795 3.82528 0.029
H -1.62405 1.03089 3.40428 0.005
H -0.43512 0.51537 4.58733 0.023
H -1.08359 -0.66672 3.43731 0.016
N 0.58398 -0.10876 -2.40588 0.163
C 0.82481 0.51755 -3.35594 -0.327
N 1.14351 1.07272 -4.47584 0.047
C 0.60632 2.18711 -4.90234 -0.471
N 0.20344 3.15254 -5.40676 0.036

[5]
9
Properties=species:S:1:pos:R:3:lowdin_charge:R:1 method="wB97M-V/def2-TZVPD" e_above_lowest_ev=3.550 multiplicity=1 max_force_ev_per_a=3.542 gap_ha=0.354
C -0.23620 0.49721 0.27839 -0.138
C 1.08699 -0.08954 -0.04320 -0.088
N -1.30840 -0.13437 -0.05044 -0.183
O -2.59944 0.09283 -0.05626 -0.144
H -0.37953 1.52274 0.54094 0.121
H 1.92823 0.54509 -0.13446 0.048
H 1.00480 -0.63985 -0.98554 0.080
H 1.59564 -0.65940 0.84960 0.118
H -1.09210 -1.13471 -0.39902 0.187

[6]
38
Properties=species:S:1:pos:R:3:lowdin_charge:R:1 method="wB97M-V/def2-TZVPD" multiplicity=2 max_force_ev_per_a=6.696 charge=-1 gap_ha="0.237 / 0.211"
Hg -0.62199 1.41693 -2.09202 0.963
F 1.91325 3.14296 -3.29693 0.056
C 2.36339 2.04485 -2.68633 -0.280
C 1.43674 1.16052 -2.20341 -0.272
C 1.83027 -0.12782 -2.04658 -0.285
F 0.96092 -1.08791 -1.64596 0.025
C 3.14471 -0.56377 -2.36521 -0.129
F 3.60136 -1.82218 -2.26493 0.100
C 4.05323 0.40156 -2.78583 -0.154
F 5.30239 0.03653 -3.12092 0.108
C 3.71170 1.71908 -2.90201 -0.131
F 4.66331 2.58079 -3.35731 0.088
O -4.43065 1.99581 -2.88685 -0.185
N -4.65586 1.14354 -3.75886 -0.075
C -5.14807 -0.04536 -3.21963 -0.389
C -5.74411 -0.03264 -1.93809 -0.253
N -6.39538 -0.01463 -0.96966 0.093
C -4.93368 -1.19691 -3.88310 -0.289
N -4.67537 -2.11721 -4.60076 0.075
O -1.13178 0.11587 0.42102 -0.042
C -1.08229 -0.11517 1.65141 -0.426
C -1.14458 -1.49066 2.16337 -0.130
C 0.06641 -1.93324 2.99180 -0.200
C 1.41107 -1.16358 2.88418 -0.205
C 1.46637 0.28555 3.44663 -0.176
C 0.44477 1.32762 2.83897 -0.196
N -0.90780 0.83660 2.69579 0.039
H -1.17401 -2.15415 1.29814 0.121
H -2.08935 -1.70389 2.72623 0.143
H 0.35719 -2.97612 2.66871 0.121
H -0.08530 -2.01252 4.08915 0.108
H 1.70342 -1.20650 1.80296 0.125
H 2.08294 -1.71273 3.53905 0.097
H 2.47174 0.69854 3.30317 0.098
H 1.33885 0.22081 4.57003 0.115
H 0.75321 1.73514 1.85824 0.121
H 0.38537 2.19666 3.54683 0.118
H -1.24241 0.41765 3.52870 0.104